# 1
{"formula": "H80O40", "method": "ωB97M-V/def2-TZVPD", "multiplicity": 1, "charge": 0, "energy_ev": -83186.8823, "homo_energy_ev": -10.5, "fmax_ev_per_a": 12.308, "e_above_lowest_ev": 18.933, "homo_lumo_gap_ev": 10.060, "elements": ["H", "H", "O", "H", "H", "O", "H", "H", "O", "H", "H", "O", "H", "H", "O", "H", "O", "H", "O", "H", "H", "O", "H", "H", "O", "H", "H", "O", "H", "H", "O", "H", "O", "H", "H", "O", "H", "H", "O", "H", "H", "O", "H", "H", "O", "H", "H", "O", "H", "H", "O", "H", "O", "H", "H", "O", "H", "O", "H", "H", "O", "H", "H", "O", "H", "H", "O", "H", "H", "O", "H", "H", "O", "H", "H", "O", "H", "H", "O", "H", "H", "O", "H", "H", "O", "H", "H", "O", "H", "O", "H", "H", "O", "H", "H", "H", "H", "H", "H", "O", "H", "H", "O", "H", "H", "O", "H", "H", "O", "H", "H", "O", "H", "H", "O", "H", "H", "O", "H", "H"], "xyz": [[-1.966, 5.672, -0.654], [-1.855, 4.655, 0.332], [-2.356, 5.533, 0.337], [3.052, 2.727, -0.501], [2.795, 1.378, -0.745], [3.469, 1.884, -0.410], [-3.344, 4.099, 3.211], [-2.618, 2.888, 3.293], [-2.929, 3.555, 2.734], [-3.079, 3.187, -5.298], [-3.064, 2.700, -3.815], [-2.755, 3.420, -4.409], [-1.403, -4.040, -0.945], [-0.821, -3.713, 0.562], [-1.279, -3.265, -0.266], [1.694, -0.352, 2.170], [0.950, -0.331, 2.757], [2.001, -3.543, 5.317], [1.220, -3.786, 5.604], [0.147, -1.892, -6.327], [-1.112, -1.176, -5.598], [-0.261, -1.006, -6.148], [-2.741, -4.761, 1.468], [-2.559, -4.817, 2.998], [-2.307, -5.295, 2.208], [-5.653, 0.865, -0.209], [-5.267, -0.053, 0.716], [-5.589, -0.067, -0.183], [3.405, 0.155, 0.658], [3.798, -1.185, 1.212], [3.316, -0.389, 1.413], [1.073, -4.617, -0.219], [0.750, -5.121, 0.419], [0.096, 4.962, -2.352], [-0.800, 4.992, -3.645], [-0.498, 5.490, -2.851], [-1.605, 1.758, 0.385], [-2.948, 1.572, 1.081], [-2.335, 1.106, 0.388], [-5.545, 2.824, -0.564], [-4.154, 2.936, 0.363], [-4.951, 2.663, -0.028], [-3.942, 2.225, -3.463], [-4.066, 0.850, -3.410], [-4.607, 1.600, -3.552], [-1.477, -0.226, 0.595], [-0.697, -1.597, -0.057], [-0.615, -0.744, 0.507], [1.420, -2.169, -3.113], [0.139, -3.140, -3.516], [1.048, -2.778, -3.601], [4.318, -1.127, 4.745], [3.539, -1.406, 5.160], [-3.970, -1.628, 4.432], [-5.075, -2.322, 3.715], [-4.371, -1.679, 3.554], [-3.708, -2.346, 1.553], [-3.862, -3.141, 0.977], [-0.343, -5.608, 2.813], [1.049, -4.787, 3.116], [0.177, -4.775, 2.834], [3.920, -1.615, -0.733], [3.015, -2.888, -1.126], [3.021, -1.901, -0.873], [5.994, -3.471, -1.119], [5.149, -2.829, -2.220], [5.167, -3.430, -1.538], [2.336, 4.569, 3.750], [2.024, 3.222, 3.106], [1.841, 4.298, 3.079], [-5.356, -0.236, -2.700], [-4.372, -1.590, -2.957], [-4.883, -0.946, -2.465], [2.838, 4.749, -3.604], [3.448, 4.547, -2.295], [3.639, 4.817, -3.181], [-3.203, -4.003, -2.283], [-3.250, -4.256, -3.797], [-2.846, -3.781, -3.158], [1.386, -6.281, -1.187], [2.696, -5.789, -2.006], [1.781, -5.927, -1.979], [2.385, 3.261, -4.867], [1.245, 3.886, -5.757], [1.373, 3.341, -4.960], [6.602, 0.135, -1.878], [4.887, 0.074, -1.714], [5.818, -0.100, -1.393], [-2.077, -2.655, 4.013], [-1.759, -1.724, 4.456], [4.548, -0.235, 2.422], [5.498, 0.643, 3.281], [5.373, -0.376, 3.038], [2.754, -1.052, 4.807], [0.239, -0.734, 2.603], [-3.686, -2.882, 0.030], [0.704, -3.509, 4.908], [0.207, -4.621, 1.099], [-1.411, -1.109, 3.895], [2.227, 4.653, -0.742], [1.443, 4.666, -0.071], [2.314, 5.677, -0.653], [0.024, 4.268, 1.451], [-0.432, 4.951, 2.224], [0.792, 3.756, 1.780], [1.039, 1.365, -0.619], [0.890, 1.481, -1.481], [0.282, 1.195, -0.094], [2.314, 1.774, 4.071], [2.505, 1.208, 3.186], [1.686, 1.022, 4.505], [-1.073, 1.028, 2.878], [-0.543, 1.870, 3.021], [-0.640, 0.743, 2.170], [-2.676, 0.318, -2.347], [-2.754, -0.355, -1.594], [-1.742, 0.383, -2.790], [3.683, 0.892, -2.859], [3.534, 1.755, -3.200], [4.441, 0.686, -3.405]]}



# 2
{"formula": "C4H6NO", "method": "ωB97M-V/def2-TZVPD", "multiplicity": 1, "charge": -1, "energy_ev": -7776.7015, "homo_energy_ev": [-1.8, -1.8], "fmax_ev_per_a": 6.077, "e_above_lowest_ev": 3.734, "homo_lumo_gap_ev": [6.182, 6.183], "elements": ["C", "C", "C", "C", "N", "O", "H", "H", "H", "H", "H", "H"], "xyz": [[-0.359, -0.227, -2.222], [-1.050, -0.968, -1.567], [0.596, 0.461, 0.702], [-1.253, -0.789, 0.373], [-0.808, 0.419, 0.907], [-1.400, 1.490, 1.322], [0.133, 0.298, -3.134], [0.813, 0.282, -0.379], [0.782, 1.632, 0.939], [1.198, -0.124, 1.289], [-0.629, -1.555, 0.730], [-2.351, -0.958, 0.435]]}



# 3
{"formula": "C8H12NO2", "method": "ωB97M-V/def2-TZVPD", "multiplicity": 1, "charge": 1, "energy_ev": -14064.3792, "homo_energy_ev": -12.9, "fmax_ev_per_a": 4.914, "e_above_lowest_ev": 3.744, "homo_lumo_gap_ev": 7.175, "elements": ["C", "C", "C", "C", "C", "C", "C", "C", "N", "O", "O", "H", "H", "H", "H", "H", "H", "H", "H", "H", "H", "H", "H"], "xyz": [[-0.034, -1.563, 2.440], [-0.309, -1.127, 1.336], [1.973, 1.575, -0.015], [-1.251, 0.831, -0.030], [-1.315, 1.802, 1.140], [-0.512, -2.549, -1.303], [1.654, 0.393, -0.565], [-0.667, -0.529, 0.088], [-0.916, -1.248, -0.940], [1.661, 2.736, -0.376], [-1.447, 1.199, -1.183], [-0.002, -2.092, 3.331], [2.474, 1.557, 0.994], [-0.710, 2.747, 0.782], [-2.306, 2.041, 1.553], [-0.783, 1.344, 2.054], [0.342, -2.933, -0.662], [-1.286, -3.381, -1.377], [-0.020, -2.594, -2.281], [2.042, -0.565, -0.330], [1.130, 0.217, -1.520], [1.385, 2.873, -1.297], [-1.102, -0.734, -1.839]]}